178
Properties=species:S:1:pos:R:3 method="wB97M-V/def2-TZVPD" homo_lumo_gap_ev=10.595 homo_ha=-0.375 e_tot_ha=-5647.81853 charge=0
C 1.49750 -0.25540 4.15200
O 2.02973 -1.47669 3.60418
P 2.82233 -2.51601 4.50584
O 4.08950 -2.06066 5.07773
O 1.78681 -2.82139 5.67954
C 2.19363 -3.49565 6.86995
O 2.87115 -3.84355 3.64349
C 1.65951 -4.34150 3.02782
H 0.42695 -0.43937 4.25992
H 1.71385 0.55587 3.46451
H 1.83260 -0.06632 5.17184
H 2.39828 -2.68898 7.57577
H 3.04383 -4.14509 6.66327
H 1.39530 -4.10498 7.29347
H 1.32566 -5.27689 3.47955
H 2.04538 -4.65948 2.05510
H 0.86063 -3.60718 3.01065
C 5.87170 0.09237 1.74737
O 5.77871 0.20210 0.33768
P 5.62622 1.65930 -0.34134
O 5.55135 2.79841 0.59042
O 4.31693 1.51633 -1.22389
C 4.18954 0.55857 -2.27343
O 6.81857 1.72104 -1.40481
C 8.14253 1.44890 -0.93904
H 6.21340 -0.90327 2.01250
H 4.91130 0.37230 2.19008
H 6.54119 0.81279 2.22804
H 3.95921 1.00078 -3.23962
H 3.33715 -0.08003 -2.01729
H 4.99614 -0.17576 -2.29089
H 8.20536 1.30775 0.14368
H 8.83397 2.22266 -1.25438
H 8.41165 0.45116 -1.29366
C 5.28478 -3.62521 0.63332
O 6.23272 -2.72539 0.08578
C 7.46134 -3.14602 -0.15789
O 8.38549 -2.44732 -0.44537
O 7.60582 -4.46074 0.12774
C 8.88245 -5.03475 -0.12650
H 5.60288 -4.12545 1.54638
H 5.05031 -4.49827 0.01691
H 4.31472 -3.13490 0.61047
H 9.58380 -4.46794 0.48724
H 9.17742 -5.11582 -1.17050
H 8.81613 -6.04526 0.27593
C -5.81059 -1.92175 -0.30346
O -4.50762 -1.97643 0.25581
C -4.18001 -1.07513 1.17205
O -4.97037 -0.40343 1.79397
O -2.88131 -1.14625 1.36433
C -2.26900 -0.53849 2.49022
H -5.79674 -1.30369 -1.20280
H -6.56289 -1.64471 0.42861
H -6.08095 -2.90040 -0.70155
H -1.22969 -0.85084 2.56411
H -2.75904 -0.90344 3.39443
H -2.34716 0.54415 2.42223
C -0.42617 2.89534 3.63066
O -0.99527 1.72897 4.24525
C -1.75156 1.91536 5.31200
O -1.86011 2.90341 5.97254
O -2.40094 0.76207 5.53483
C -3.28544 0.76094 6.64245
H -1.26712 3.37569 3.13698
H 0.30545 2.60185 2.88353
H 0.00729 3.59149 4.34628
H -3.88076 -0.14204 6.53393
H -3.94447 1.62808 6.64877
H -2.76147 0.73993 7.59926
C 3.31939 -5.57160 -1.67806
O 2.48564 -4.93947 -2.63010
C 2.46138 -3.59352 -2.67368
O 3.10769 -2.86978 -1.95368
O 1.65922 -3.24508 -3.63607
C 1.58479 -1.89112 -4.03186
H 3.17201 -6.64606 -1.70577
H 3.04968 -5.20055 -0.68775
H 4.36423 -5.32024 -1.86482
H 2.47190 -1.58306 -4.58636
H 1.29745 -1.29499 -3.16333
H 0.77070 -1.81632 -4.75264
C -5.69035 1.33353 -2.26948
O -5.88436 2.67976 -2.64127
C -5.21819 3.64509 -1.99652
O -4.38295 3.43543 -1.15279
O -5.59598 4.78497 -2.51900
C -5.08155 5.98161 -1.92502
H -6.67526 0.87489 -2.15666
H -5.12676 1.25408 -1.34180
H -5.21573 0.76882 -3.07411
H -4.02339 5.87872 -1.70993
H -5.62809 6.25741 -1.02318
H -5.26919 6.80367 -2.61107
C -0.74883 -3.41877 0.15128
O 0.22846 -4.34350 -0.30350
C 0.05550 -5.59566 0.07523
O -0.72794 -6.00672 0.88967
O 0.99380 -6.33771 -0.53185
C 1.14812 -7.67893 -0.16100
H -0.52764 -3.08664 1.16856
H -1.80054 -3.70232 0.14104
H -0.71284 -2.52664 -0.46415
H 0.68558 -8.31633 -0.92137
H 0.78510 -8.03843 0.80140
H 2.20033 -7.97234 -0.18564
C -4.19835 2.65164 1.76948
O -4.57395 2.45670 3.13980
C -5.02474 3.50735 3.79562
O -5.18920 4.62653 3.37977
O -5.46215 3.05011 4.97960
C -5.96829 3.98597 5.94340
H -3.35469 3.33572 1.81673
H -5.03785 3.11797 1.25727
H -3.95894 1.70204 1.31347
H -6.97551 4.24343 5.61036
H -5.34502 4.87567 5.84860
H -5.97298 3.50241 6.91209
C -1.07896 4.82158 -0.53061
O -1.35905 4.68595 0.84966
C -1.88561 5.73243 1.48112
O -2.09334 6.81673 1.00697
O -2.06222 5.37788 2.75221
C -2.56113 6.36093 3.64108
H -1.53513 4.01347 -1.10426
H -0.01486 4.95208 -0.70283
H -1.61246 5.63908 -1.02150
H -2.20035 7.36042 3.39976
H -2.28122 6.07793 4.65304
H -3.64915 6.42429 3.61009
C -3.95460 3.61234 -5.50571
O -2.77138 2.92038 -5.86087
C -2.19419 2.11373 -4.96845
O -2.65023 1.74168 -3.91599
O -1.03038 1.73980 -5.45800
C -0.30625 0.74557 -4.74294
H -3.65670 4.64686 -5.32078
H -4.45235 3.18638 -4.63655
H -4.67631 3.64811 -6.32024
H 0.77408 0.86091 -4.81581
H -0.72487 -0.24095 -4.91017
H -0.39460 1.02452 -3.68404
C -0.64233 -5.63733 -4.04146
O -1.15656 -4.54065 -3.30215
C -1.80679 -3.60701 -3.97033
O -1.73026 -3.39818 -5.15720
O -2.57889 -2.93785 -3.12271
C -3.36721 -1.88799 -3.68826
H -1.40706 -6.11204 -4.66106
H -0.27170 -6.36086 -3.32151
H 0.12348 -5.25801 -4.72053
H -2.77949 -1.34787 -4.42514
H -3.75768 -1.23435 -2.91385
H -4.23030 -2.35128 -4.17105
C 1.49018 3.11545 -1.61497
O 1.06906 4.04346 -2.63843
C 1.29778 3.70689 -3.88408
O 2.09897 2.88943 -4.30064
O 0.53703 4.45689 -4.67237
C 0.86440 4.51419 -6.06736
H 1.09898 2.14258 -1.90007
H 1.17288 3.43476 -0.63174
H 2.57764 3.10374 -1.68595
H 0.11936 5.14397 -6.54089
H 0.76773 3.49976 -6.45483
H 1.87896 4.86672 -6.23420
C -2.02600 1.05057 -0.92027
O -1.10374 -0.01866 -0.93496
C 0.07515 0.20904 -0.36910
O 0.33142 1.21078 0.23902
O 0.83521 -0.86051 -0.45988
C 2.01423 -0.85880 0.35648
H -3.01552 0.60121 -0.99689
H -1.90190 1.79653 -1.69945
H -2.02608 1.53282 0.06085
H 2.66247 -0.10343 -0.08273
H 2.41527 -1.86107 0.45531
H 1.83334 -0.53848 1.38236